A cluster of 10 separate species, C28H64F15N5O20S5 in total in a non-equilibrium geometry, computed with ωB97M-V with the def2-TZVPD basis set.

Each line ends with the Löwdin charge.
Element x y z (Å)
S 6.14188 1.64374 -2.33420  0.54
S 1.05222 -5.40722 0.34621  0.51
S 0.02820 1.79885 4.03884  0.53
S -2.88597 3.28709 -1.93093  0.59
S -4.17222 -2.36446 -5.26694  0.50
F -5.06458 3.94346 -0.50046  0.03
F 6.46491 4.40566 -2.39851  0.07
F -3.81430 5.70355 -1.18664  0.17
F -1.44841 -2.02376 -5.76472  0.08
F 1.28147 -0.58221 3.97613  0.11
F 1.96546 -5.00396 -2.26108  0.13
F 2.15220 0.91970 5.25228  0.15
F -1.88062 -3.32336 -4.07984  0.08
F 8.17174 3.33639 -3.27031  0.13
F -3.02017 4.46557 0.41351  0.10
F -2.20043 -1.15798 -3.94363  0.12
F -0.17689 -4.82639 -2.03775  0.12
F 0.53612 -0.17800 5.94818  0.17
F 7.95630 3.21121 -1.11242  0.07
F 0.73634 -6.84342 -2.12020  0.08
O 0.81563 -4.02255 0.59857  -0.35
O 4.30159 -3.62136 3.21705  0.15
O -4.85048 -2.77232 -4.02820  -0.38
O 0.09502 -6.34323 1.02545  -0.37
O -1.53786 3.74403 -2.36318  -0.35
O 7.06057 0.55614 -2.77899  -0.37
O -4.61705 -1.00788 -5.68292  -0.38
O 2.31619 1.58367 -2.61418  -0.07
O -2.92720 2.01828 -1.13253  -0.37
O -3.81551 3.18349 -3.07920  -0.32
O -1.55165 -1.39425 3.33819  -0.10
O 5.10791 1.91361 -3.31010  -0.36
O -0.19701 2.80981 5.03524  -0.31
O -1.21350 1.09957 3.53367  -0.38
O 2.44793 -5.78436 0.56987  -0.38
O -6.40860 -0.36122 4.86049  -0.06
O 5.58222 1.36631 -0.96994  -0.37
O 0.93019 2.33935 3.05295  -0.30
O 0.58141 4.18102 -3.78002  -0.10
O -4.09651 -3.34412 -6.35595  -0.37
N -1.91214 -4.55147 3.51986  -0.28
N 5.75568 -4.40757 1.40026  0.11
N 2.69325 5.60399 -5.70579  -0.33
N 0.60515 0.15248 -0.54853  -0.28
N -5.35782 1.01793 2.46954  -0.26
C -5.59059 -0.35163 1.80434  0.04
C -2.05102 -4.26563 2.00789  0.02
C 4.92128 -3.41581 0.53893  0.05
C 5.32743 -4.23858 2.93325  -0.28
C -6.79949 1.78966 2.65111  0.08
C 3.55518 4.65865 -4.97660  -0.02
C 1.02873 0.36969 4.88588  -0.71
C 3.41250 6.00390 -6.99690  0.01
C -2.30649 -2.20643 -4.71687  -0.64
C 1.63877 -0.99239 -0.55228  0.02
C 1.38746 4.84699 -6.17703  -0.05
C -2.55402 -5.92700 3.82062  0.02
C -0.39287 -4.75037 3.86010  0.01
C -4.38738 1.84123 1.64743  -0.03
C -5.60715 0.78000 5.13486  -0.23
C -4.73597 1.10908 3.92742  -0.09
C -3.74777 4.48610 -0.72818  -0.57
C 2.36126 6.81305 -4.86805  0.03
C -1.63779 -2.07708 4.57027  -0.22
C -2.56082 -3.40647 4.46822  0.00
C 7.25924 3.27924 -2.30532  -0.55
C -0.26386 0.01250 -1.78563  0.03
C 1.21048 1.52239 -0.40111  -0.07
C 6.23363 -4.92684 3.96601  0.02
C -0.29836 -0.15104 0.63393  0.00
C 0.89530 -5.53700 -1.67947  -0.56
C 0.26689 4.54382 -5.14289  -0.19
C 2.47472 1.73256 -1.22710  -0.25
H -1.26131 -0.49541 3.50965  -0.03
H -3.08326 -3.92459 1.92876  0.10
H -6.21053 -0.88647 2.52387  0.08
H -1.32698 -3.55717 1.60547  0.08
H -2.63055 -5.84114 4.90454  0.09
H 2.38210 -1.00242 0.24488  0.11
H 5.84823 -5.39826 1.22686  0.17
H 3.18506 0.96125 -0.92944  0.08
H 2.09403 -1.02825 -1.54200  0.11
H 4.75332 -2.53673 1.16110  0.10
H 3.94969 5.12776 -7.36010  0.11
H -1.10492 0.70503 -1.75219  0.08
H -7.14769 -0.30287 5.47036  0.10
H -6.66378 2.49827 3.46814  0.09
H -1.97694 -1.35966 5.31753  0.12
H 1.41853 7.29696 -5.12337  0.11
H 7.17847 -4.39887 4.09494  0.10
H -0.19363 3.95607 -3.26010  0.00
H 5.68753 -4.97755 4.90798  0.10
H 0.23393 -0.27441 1.57709  0.09
H -6.18625 1.67874 5.34700  0.11
H 6.69680 -4.04139 1.38266  0.16
H 2.62531 6.50047 -3.85777  0.12
H -0.27641 -4.77835 4.94350  0.10
H -0.62050 -1.01586 -1.84374  0.10
H -4.79519 2.04496 0.65733  0.08
H -4.94029 0.56610 5.97012  0.13
H 3.88728 3.74911 -5.47714  0.12
H 4.08741 6.83675 -6.79953  0.10
H 2.74656 6.33850 -7.79230  0.10
H -4.27946 2.84128 2.06738  0.10
H 2.97012 2.68676 -1.04775  0.14
H -4.16076 2.02079 4.08870  0.14
H 0.05820 -5.62029 3.38273  0.09
H -2.02556 -5.23051 1.50146  0.09
H 3.99705 -3.96767 0.36761  0.07
H 6.50746 -5.96466 3.77616  0.09
H -7.04197 2.38719 1.77233  0.10
H 3.10255 4.41949 -4.01429  0.10
H -6.13744 -0.28474 0.86382  0.12
H -3.53764 -3.22839 4.01853  0.12
H -0.31051 3.67621 -5.46221  0.14
H 0.47966 2.27170 -0.70532  0.14
H -0.43124 5.37922 -5.08979  0.12
H 2.92178 7.68397 -5.20779  0.09
H -1.24842 0.38280 0.65638  0.10
H -0.64570 -1.17398 0.48888  0.09
H 0.20200 -3.87947 3.58486  0.09
H 1.16473 -1.96173 -0.39809  0.06
H -4.60871 -0.79364 1.63507  0.10
H 4.43041 5.24782 -4.70284  0.11
H 1.80679 3.97411 -6.67737  0.13
H 0.35995 0.21775 -2.65560  0.10
H -0.61512 -2.30202 4.87298  0.09
H -3.41016 1.35927 1.61836  0.10
H -2.61762 -3.78915 5.48725  0.11
H 5.40488 -3.18377 -0.40995  0.11
H -7.39446 0.92372 2.94139  0.09
H 1.46446 1.68136 0.64690  0.12
H -3.91297 0.39550 3.88765  0.11
H -3.54138 -5.80429 3.37547  0.10
H 3.13244 1.98319 -2.92359  0.03
H 0.95251 5.49113 -6.94123  0.12
H -2.06120 -6.78643 3.36609  0.11

The calculation puts the max |F| at 0.095 hartree/bohr. The electronic energy is -6372.42487 a.u. The calculation puts the LUMO energy at -1.6 eV. The calculation puts the frontier orbital gap at 5.08 eV. The charge is 0.